Entry from the OMol25 dataset: 2 unconnected molecules or ions with the total composition C5H12FN2 (wB97M-V/def2-TZVPD).

```
20
C5H12FN2 wB97M-V/def2-TZVPD
C -1.925 1.586 0.286
C -1.682 0.292 0.104
C -2.819 -0.660 -0.272
C 2.610 0.161 0.929
C 1.107 -0.029 -1.049
N -0.448 -0.236 0.431
N 2.192 -0.560 -0.334
F -0.465 -1.652 0.463
H -1.297 2.347 0.797
H -2.983 1.785 0.130
H -3.818 -0.142 -0.164
H -2.708 -1.510 0.291
H -2.986 -0.814 -1.348
H 3.702 0.033 0.979
H 2.389 1.162 0.889
H 2.117 -0.148 1.838
H 1.067 0.968 -1.291
H 0.795 -0.601 -1.950
H 3.002 -0.464 -0.848
H 2.151 -1.520 0.117
```

For the HOMO energy (alpha / beta), the calculation gives -12.68 / -12.53 eV. As for the frontier orbital gap (alpha / beta): 8.33 / 7.86 eV. The lowest unoccupied orbital energy (alpha / beta) comes out at -4.35 / -4.66 eV. Its multiplicity is 1. The value obtained for the total energy is -406.60557 Ha. As for the total charge: +1.